Record 1
# C2HF4I

C2HF4I in the gas phase (the ωB97M-V functional and the def2-TZVPD basis, the Open Molecules 2025 dataset).

Frontier orbital gap ... 0.3910 Ha
Highest occupied orbital energy ... -10.20 eV
SMILES ... FC(F)C(F)(F)I
Total energy ... -21059.4908 eV

```
8
Properties=species:S:1:pos:R:3:forces:R:3:mulliken_charge:R:1
I 2.258 -0.687 -0.277 1.5108 -1.0229 0.0991 0.16
F 0.747 1.571 0.374 0.1408 1.1470 0.5615 -0.23
F -0.545 -1.683 0.441 -0.0347 0.3910 -1.0738 -0.25
F 0.401 0.888 -1.610 -0.7690 0.5301 -1.8649 -0.21
F -0.915 0.020 1.579 -0.7872 1.2949 -0.2368 -0.21
C 0.610 0.506 -0.390 -3.1776 -2.0404 2.6476 0.28
C -0.822 -0.342 0.304 1.7861 -0.7397 -1.8693 0.23
H -1.735 -0.274 -0.421 1.3307 0.4399 1.7366 0.23
```
Positions in Å, forces in eV/Å.

Record 2
# C3H7O3S

3 unconnected molecules or ions with the total composition C3H7O3S (the ωB97M-V functional and the def2-TZVPD basis, the Open Molecules 2025 dataset).

Frontier orbital gap (alpha / beta) ... 0.1988 / 0.1807 Ha
Highest occupied orbital energy (alpha / beta) ... -8.41 / -8.45 eV
2S+1 ... 2
Total energy ... -20194.8739 eV

```
14
Properties=species:S:1:pos:R:3:forces:R:3:lowdin_spin:R:1
S -1.983 1.429 0.906 0.1210 0.2768 0.2566 0.01
O 2.041 -0.301 -0.626 -0.1607 -0.1701 -0.1788 0.01
O 0.949 -2.315 0.846 -0.1135 -0.0282 0.1805 0.97
O 1.801 1.048 -2.322 0.0662 0.9764 -1.6243 0.00
C -0.370 0.838 0.515 -0.8694 0.6407 0.3299 -0.01
C 1.430 0.738 -1.244 1.0101 -0.7262 1.3452 0.00
C 0.454 1.463 -0.441 -1.3092 0.3863 -0.4891 0.00
H 0.072 2.419 -0.815 0.6658 -0.0256 0.1130 0.00
H -2.857 -1.086 -0.261 -0.3254 -0.1109 0.0531 0.00
H 0.073 0.923 1.550 0.0203 0.0149 -0.2700 -0.01
H -3.548 -1.308 -0.075 0.2591 0.0105 -0.1026 0.00
H -0.517 -0.219 0.360 0.5271 -0.9465 0.0825 0.00
H 1.436 -0.757 -0.032 0.1290 -0.1523 0.2631 0.00
H 1.018 -2.872 1.639 -0.0206 -0.1458 0.0409 0.02
```
Positions in Å, forces in eV/Å.

Record 3
# C6H4BrN3

C6H4BrN3 in the gas phase (the ωB97M-V functional and the def2-TZVPD basis, the Open Molecules 2025 dataset).

Frontier orbital gap (alpha / beta) ... 0.2712 / 0.2722 Ha
Highest occupied orbital energy (alpha / beta) ... -7.65 / -7.67 eV
Total energy ... -80792.8591 eV

```
14
Properties=species:S:1:pos:R:3:forces:R:3:mulliken_charge:R:1
Br -0.582 -3.615 -2.121 0.3282 -1.7737 -0.3011 0.06
N -0.081 -0.645 -2.123 -3.2267 -11.7433 -1.2636 0.02
N -0.653 0.393 -1.801 -0.8498 3.3714 -1.5419 -0.68
N -0.995 0.869 1.678 -4.8046 -1.1620 -0.1933 -0.56
C 0.215 0.807 2.033 1.2164 0.8274 3.1094 -0.33
C -1.349 0.549 0.431 0.0121 1.4412 0.1802 -0.24
C 1.233 0.550 1.195 3.0521 -0.8567 -2.7770 -0.37
C -0.370 0.669 -0.486 1.7733 -1.3823 -1.2747 0.61
C -0.336 -1.909 -2.185 2.4454 9.3397 0.2487 0.22
C 0.975 0.511 -0.150 -0.4567 0.7257 0.3914 -0.19
H 2.261 0.305 1.373 0.3306 0.1981 1.2840 0.35
H 0.336 0.970 3.096 0.5970 0.0426 0.1523 0.38
H -2.326 0.244 0.051 -0.1878 0.5962 0.8483 0.33
H 1.673 0.302 -0.991 -0.2295 0.3758 1.1373 0.40
```
Positions in Å, forces in eV/Å.

Record 4
# C3H8N4S

A molecular structure, C3H8N4S (the ωB97M-V functional and the def2-TZVPD basis, the Open Molecules 2025 dataset).

Frontier orbital gap ... 0.3138 Ha
Highest occupied orbital energy ... -8.39 eV
Total energy ... -20029.0924 eV

```
16
Properties=species:S:1:pos:R:3:forces:R:3:mulliken_charge:R:1
S 1.085 -1.232 -1.195 -3.5425 -0.0835 -3.0327 0.04
N -0.736 0.720 -0.294 -1.8984 0.4605 5.8301 -0.63
N -1.179 -1.552 -0.141 -1.3756 -2.1574 -0.8511 -0.35
N 2.244 -1.143 -0.247 5.2719 3.1881 8.4353 -0.23
N -2.544 -1.366 0.283 0.7946 3.1468 -2.2673 -0.61
C 0.129 1.788 -0.583 -1.7518 2.4651 -0.9490 -1.05
C -0.397 -0.582 -0.435 -0.2832 -2.6047 0.1767 0.63
C 2.431 -0.589 1.023 -6.0293 -1.9118 -3.7194 -0.36
H -0.509 2.711 -0.347 1.7364 -0.9194 0.0971 0.34
H 0.235 1.838 -1.620 0.0831 0.1593 -1.9857 0.42
H 3.340 -0.636 1.493 2.2298 -0.2701 0.6601 0.35
H 1.460 -0.334 1.788 2.5370 -0.4503 -2.5413 0.15
H -0.947 0.832 0.833 0.3970 -0.3159 -3.4637 0.34
H 1.130 1.713 -0.262 1.1078 0.1872 1.3794 0.34
H -3.355 -2.077 -0.472 3.5536 3.3621 2.5679 0.27
H -2.387 -0.091 0.176 -2.8304 -4.2560 -0.3363 0.37
```
Positions in Å, forces in eV/Å.

Record 5
# C40H50N6OReSi2

A molecular structure, C40H50N6OReSi2 (the ωB97M-V functional and the def2-TZVPD basis, the Open Molecules 2025 dataset).

Frontier orbital gap (alpha / beta) ... 0.2598 / 0.2522 Ha
Highest occupied orbital energy (alpha / beta) ... -13.32 / -13.38 eV
2S+1 ... 2
Net charge ... +2
Total energy ... -71156.1177 eV

```
100
Properties=species:S:1:pos:R:3:forces:R:3:lowdin_spin:R:1
Re -0.359 -0.894 -0.067 -0.2856 -0.3384 -0.0639 0.82
Si 1.829 -2.898 1.252 0.0012 0.0186 -0.0487 0.01
Si -0.147 -1.407 3.333 -0.0089 0.0219 0.0107 0.00
O -1.753 -2.104 -6.822 -0.0088 -0.0637 0.0049 0.00
N -0.208 2.276 0.826 -0.0122 -0.0435 -0.0012 0.00
N 0.890 0.615 -0.436 0.0842 0.3411 0.0502 0.00
N -1.665 -2.675 0.215 0.1318 0.0275 -0.1316 0.00
N -1.203 -1.154 -2.015 0.1085 -0.0402 -0.1315 0.00
N 1.919 2.651 0.106 -0.0032 -0.0456 -0.0510 0.02
N -3.875 -1.447 -6.353 -0.0090 -0.0267 0.0065 0.00
C 2.109 5.325 2.663 0.0072 0.0118 -0.0038 0.00
C 1.903 -3.037 -0.626 -0.0428 0.0367 -0.0507 0.00
C -3.142 0.017 0.679 -0.0099 -0.0131 -0.0611 0.03
C 3.140 -1.779 1.973 -0.0190 -0.0095 0.0430 0.00
C -2.677 -3.366 -0.316 -0.0389 0.0276 0.0433 0.00
C -2.460 2.599 1.479 0.0038 0.0040 -0.0049 -0.01
C -2.230 -0.421 -2.476 -0.0098 0.0875 0.0861 0.01
C -1.976 -1.259 3.672 -0.0079 -0.0208 -0.0108 0.00
C -3.078 -4.567 0.230 0.0083 0.0195 0.0092 0.00
C 1.943 3.962 0.697 0.0053 0.0027 0.0111 0.00
C 1.820 6.327 0.491 -0.0082 0.0021 -0.0091 0.00
C 1.635 4.935 -1.611 0.0117 0.0098 0.0000 0.00
C -2.191 -1.539 -4.589 -0.0196 -0.0391 0.0064 0.01
C 1.969 6.452 1.865 -0.0002 -0.0127 0.0073 0.00
C 2.103 4.071 2.074 0.0119 -0.0012 -0.0067 0.00
C -3.759 2.145 1.583 0.0132 0.0021 0.0079 0.04
C 3.171 -0.061 -1.082 0.0224 0.0533 0.0104 0.00
C -1.346 -4.334 1.885 -0.0243 -0.0044 -0.0075 0.00
C -1.787 0.404 0.563 0.0018 -0.0235 0.0496 -0.02
C -4.109 0.860 1.172 -0.0013 -0.0006 -0.0020 -0.01
C -2.097 3.997 1.905 -0.0051 -0.0030 -0.0033 0.00
C 4.179 -0.197 -2.021 -0.0230 0.0078 0.0065 0.00
C -2.404 -5.049 1.349 -0.0084 -0.0013 -0.0033 0.00
C 1.701 0.913 -2.749 -0.0274 0.0129 0.0359 0.00
C 0.097 -2.155 1.563 0.0481 0.0199 0.0831 0.01
C -2.757 -0.597 -3.742 0.0037 -0.0018 0.0041 0.00
C -2.597 -1.744 -6.035 0.0351 0.1384 -0.0189 0.00
C 1.938 0.476 -1.442 -0.0247 -0.0561 0.0077 0.00
C 3.953 0.212 -3.328 -0.0117 -0.0041 0.0014 0.00
C 0.403 1.533 -3.192 -0.0167 -0.0065 -0.0282 0.00
C -1.493 1.721 0.949 0.0057 0.0309 -0.0089 0.03
C -0.673 -2.088 -2.833 0.0195 -0.0093 0.0347 0.01
C -1.122 -2.291 -4.116 -0.0112 0.0122 -0.0322 0.00
C 1.799 5.079 -0.124 -0.0206 0.0054 0.0047 0.00
C 0.858 1.839 0.155 0.0138 -0.0903 -0.0290 0.01
C 2.731 0.762 -3.676 0.0078 -0.0208 -0.0213 0.00
C 2.056 -4.618 1.925 -0.0155 0.0163 0.0250 0.00
C 0.567 -2.584 4.600 -0.0020 0.0218 -0.0173 0.00
C 0.738 0.241 3.471 0.0274 -0.0086 -0.0138 0.00
C -0.993 -3.139 1.275 0.0468 0.0756 0.0522 0.00
H -3.901 -5.114 -0.207 -0.0033 -0.0010 -0.0016 0.00
H 0.798 4.279 -1.858 -0.0115 -0.0031 -0.0058 0.00
H 1.240 -3.849 -0.940 0.0196 -0.0130 -0.0196 0.00
H 1.778 0.097 3.767 -0.0016 0.0179 -0.0028 0.00
H 2.567 1.096 -4.694 -0.0060 -0.0015 -0.0016 0.00
H 3.335 -0.370 -0.060 -0.0094 0.0162 -0.0242 0.00
H 2.531 4.511 -2.071 -0.0025 -0.0053 0.0029 0.00
H 0.324 -2.200 5.595 -0.0032 0.0188 -0.0047 0.00
H -2.373 -2.215 4.018 -0.0200 -0.0041 -0.0079 0.00
H 0.726 0.813 2.543 0.0021 -0.0075 0.0229 0.00
H -2.971 4.514 2.292 -0.0017 0.0000 -0.0015 0.00
H 1.626 -2.119 -1.164 -0.0079 -0.0270 0.0309 0.00
H 2.239 5.422 3.732 0.0006 -0.0004 0.0015 0.00
H 4.118 -1.980 1.528 -0.0015 -0.0191 -0.0273 0.00
H -0.645 -3.015 -4.763 -0.0032 -0.0066 0.0058 0.00
H 3.232 -1.986 3.040 0.0301 0.0163 0.0273 0.00
H 1.454 5.903 -2.073 0.0001 -0.0008 -0.0004 0.00
H 2.233 3.175 2.670 -0.0037 -0.0009 -0.0045 0.00
H 1.718 7.215 -0.120 0.0006 0.0013 -0.0003 0.00
H -5.135 0.526 1.256 -0.0008 -0.0068 0.0012 0.00
H -0.195 0.806 -3.746 0.0003 0.0113 -0.0255 0.00
H 3.055 -4.956 1.635 0.0082 -0.0055 0.0178 0.00
H -0.205 1.905 -2.367 0.0220 -0.0176 0.0181 0.00
H -3.172 -2.936 -1.180 0.0155 -0.0079 -0.0017 0.00
H 2.003 -4.655 3.013 -0.0124 -0.0097 0.0119 0.00
H 0.136 -2.680 -2.432 -0.0166 0.0180 -0.0123 0.00
H -1.710 4.592 1.071 0.0026 -0.0011 0.0012 0.00
H 1.651 -2.675 4.548 0.0387 -0.0166 -0.0067 0.00
H -3.429 -0.985 0.390 -0.0060 0.0194 -0.0105 0.00
H -4.517 2.807 1.983 -0.0016 0.0022 -0.0008 0.00
H -4.589 -1.321 -5.659 -0.0050 -0.0113 -0.0034 0.00
H -2.623 0.331 -1.809 -0.0108 -0.0193 -0.0040 0.00
H 5.134 -0.613 -1.732 0.0062 -0.0006 -0.0016 0.00
H -1.344 4.002 2.700 0.0046 -0.0012 0.0027 0.00
H -2.705 -5.987 1.797 -0.0024 -0.0013 -0.0027 0.00
H 0.136 -3.584 4.536 -0.0071 -0.0023 -0.0021 0.00
H -3.574 0.036 -4.059 0.0069 0.0106 0.0054 0.00
H -2.151 -0.530 4.466 0.0222 -0.0118 0.0291 0.00
H 4.730 0.112 -4.073 0.0049 0.0015 0.0012 0.00
H -2.556 -0.945 2.806 0.0173 -0.0068 0.0609 0.00
H 1.345 -5.336 1.515 -0.0223 0.0078 -0.0091 0.00
H 0.594 2.363 -3.872 0.0098 0.0139 0.0130 0.00
H 0.259 0.854 4.238 -0.0106 -0.0174 0.0172 0.00
H 1.982 7.436 2.314 -0.0005 0.0024 0.0013 0.00
H 2.907 -3.267 -0.991 0.0069 -0.0239 0.0442 0.00
H -0.802 -4.696 2.745 0.0135 0.0000 0.0017 0.00
H 2.709 2.337 -0.439 0.0164 -0.0084 0.0176 0.00
H 2.926 -0.715 1.869 -0.0164 -0.0099 0.0177 0.00
H -0.079 3.186 1.252 -0.0040 -0.0070 -0.0139 0.00
H -4.164 -1.601 -7.307 -0.0004 -0.0036 0.0015 0.00
```
Positions in Å, forces in eV/Å.

Record 6
# C3H7NO2

2 unconnected molecules or ions with the total composition C3H7NO2 (the ωB97M-V functional and the def2-TZVPD basis, the Open Molecules 2025 dataset).

Frontier orbital gap ... 0.3634 Ha
Highest occupied orbital energy ... -9.01 eV
SMILES ... C=CO.NC=O
Total energy ... -8808.5577 eV

```
13
Properties=species:S:1:pos:R:3:forces:R:3:mulliken_charge:R:1
O 1.854 0.023 -1.667 -0.5428 0.4259 -1.0410 -0.53
O -1.501 -1.598 0.578 0.2023 0.0412 0.5457 -0.51
N -2.232 0.565 0.376 0.1887 -0.1921 0.4272 -0.32
C 1.375 0.208 -0.406 0.9975 -1.4924 0.2922 0.59
C 2.181 0.253 0.645 -0.3377 0.6808 0.2345 -0.92
C -2.177 -0.754 0.052 -0.8199 -0.1559 -0.6723 0.06
H -2.635 1.245 -0.242 -0.2757 -0.0842 0.1099 0.21
H 0.313 0.055 -0.344 -0.2414 0.3157 -0.0085 0.05
H -1.985 0.822 1.316 0.3516 0.2573 -0.1390 0.22
H 2.684 -0.462 -1.701 0.0145 0.2382 0.4310 0.31
H 1.779 0.217 1.648 0.0630 0.1606 -0.0501 0.25
H -2.890 -1.024 -0.749 0.2768 0.1321 -0.2722 0.31
H 3.234 0.450 0.494 0.1231 -0.3272 0.1427 0.28
```
Positions in Å, forces in eV/Å.